DFT (ωB97M-V/def2-TZVPD) results for a molecular structure, C52H48AlI2N2OP2Si.

Structure (XYZ):
```
109
Properties=species:S:1:pos:R:3:forces:R:3
Al 1.05661 -0.57747 0.70949 0.1 -0.2 0.2
I 6.03742 3.69368 4.41799 0.0 0.0 0.0
C 4.82620 2.24158 3.54265 0.0 0.0 0.0
C 4.85315 0.93808 4.01364 0.0 0.0 0.0
C 4.04137 -0.02138 3.43056 0.0 0.0 -0.1
I 4.07619 -1.97703 4.14065 0.0 0.0 0.0
C 3.19745 0.29280 2.36007 0.1 0.0 0.0
O 2.44306 -0.65754 1.80113 -0.1 0.2 -0.1
C 3.17805 1.61986 1.89909 -0.1 -0.1 0.0
C 2.27477 2.02045 0.76256 -0.1 0.0 0.0
N 0.91559 1.40508 0.88531 -0.1 -0.1 -0.1
C 0.24871 1.71750 2.17401 -0.1 0.0 -0.1
C -0.48355 0.51816 2.72244 0.0 0.0 -0.1
C -1.15088 0.55588 3.93187 -0.1 0.0 0.0
C -1.86867 -0.55885 4.33232 0.0 0.0 0.0
C -1.90884 -1.68041 3.51571 0.0 0.0 0.0
C -1.19406 -1.66517 2.33924 0.0 0.0 -0.1
N -0.48868 -0.58517 1.95788 0.1 0.1 0.1
C 3.98274 2.57956 2.49733 0.0 0.0 0.0
H 5.50023 0.66666 4.83628 0.0 0.0 0.0
H 2.17321 3.10658 0.73865 0.0 0.0 0.0
H 2.67568 1.70747 -0.20415 0.0 0.0 -0.1
H 0.31642 1.74367 0.12056 0.1 -0.1 0.0
H 0.98360 2.07646 2.89383 0.1 -0.1 0.0
H -0.47167 2.52255 2.01449 0.0 0.0 0.1
H -1.11088 1.44916 4.54190 0.0 0.0 0.0
H -2.39716 -0.55345 5.27681 0.0 0.0 0.0
H -2.46433 -2.56413 3.79457 0.0 0.0 0.0
H -1.15299 -2.52147 1.67724 0.0 0.0 0.0
H 3.94930 3.60138 2.13782 0.0 0.0 0.0
C -2.55650 2.23788 -3.07519 0.0 0.0 0.0
C -2.72641 3.18607 -1.88227 -0.1 -0.1 -0.1
P -2.32818 2.46721 -0.22977 0.1 0.1 0.0
C -3.90364 1.76074 0.35101 0.0 0.0 0.0
C -4.95543 1.45486 -0.50738 0.0 0.0 0.0
C -6.08524 0.79635 -0.03569 0.0 0.0 0.0
C -6.18037 0.43737 1.29902 0.0 0.0 0.0
C -5.13244 0.72921 2.16432 0.0 0.0 0.0
C -4.00215 1.37272 1.68918 0.0 0.0 0.0
C -2.10516 3.99980 0.74855 0.0 0.0 0.0
C -0.87766 4.64682 0.57300 0.0 0.1 0.0
C -0.56162 5.78470 1.29833 0.0 0.0 0.0
C -1.46531 6.28402 2.22879 0.0 0.0 0.0
C -2.68514 5.65139 2.40944 0.0 0.0 0.0
C -3.00709 4.51651 1.67273 0.0 0.0 0.0
C -1.12196 1.93137 -3.52826 0.0 0.0 0.0
P -0.13548 0.76647 -2.46596 0.0 0.1 0.0
C -1.25328 -0.68210 -2.51141 0.0 0.0 0.0
C -1.39773 -1.51870 -3.61440 0.0 0.0 0.0
C -2.24767 -2.61373 -3.55829 0.0 0.0 0.0
C -2.97003 -2.88119 -2.40183 0.0 0.0 0.0
C -2.84786 -2.04383 -1.30189 0.0 0.0 0.0
C -1.99224 -0.95134 -1.35840 0.0 0.0 0.0
C 1.26561 0.33865 -3.56871 -0.1 0.0 -0.1
C 1.22185 0.32629 -4.96476 0.0 0.0 0.0
C 2.35344 0.02306 -5.70639 0.0 0.0 0.0
C 3.55277 -0.27580 -5.06957 0.0 0.0 0.0
C 3.61412 -0.26950 -3.68562 0.0 0.0 0.0
C 2.47850 0.04101 -2.95062 0.0 0.0 0.0
H -3.06379 2.69591 -3.92716 0.0 0.0 0.0
H -3.08513 1.29866 -2.88867 0.0 0.0 0.0
H -3.75264 3.56134 -1.84891 0.0 0.0 0.0
H -2.09226 4.06636 -2.00227 0.1 0.0 0.0
H -4.90591 1.71840 -1.55683 0.0 0.0 0.0
H -6.89381 0.56815 -0.71798 0.0 0.0 0.0
H -7.06477 -0.06717 1.66562 0.0 0.0 0.0
H -5.19950 0.45648 3.21033 0.0 0.0 0.0
H -3.19077 1.59057 2.37301 0.1 0.0 0.0
H -0.16693 4.26400 -0.15614 0.0 0.0 0.0
H 0.38652 6.28295 1.13943 0.0 0.0 0.0
H -1.22018 7.16706 2.80424 0.0 0.0 0.0
H -3.39927 6.04667 3.12053 0.0 0.0 0.0
H -3.97015 4.04313 1.81552 0.0 0.0 0.0
H -0.54768 2.85514 -3.64325 0.0 0.0 0.0
H -1.19182 1.47841 -4.51916 0.0 0.0 0.0
H -0.82032 -1.33802 -4.51352 0.0 0.0 0.0
H -2.34379 -3.26448 -4.41823 0.0 0.0 0.0
H -3.63105 -3.73766 -2.36200 0.0 0.0 0.0
H -3.42022 -2.23973 -0.40250 0.0 0.0 0.0
H -1.90618 -0.28843 -0.50163 0.0 -0.1 0.0
H 0.30687 0.56120 -5.49495 0.0 0.0 0.0
H 2.29945 0.02229 -6.78747 0.0 0.0 0.0
H 4.43373 -0.51033 -5.65276 0.0 0.0 0.0
H 4.53558 -0.51603 -3.17214 0.0 0.0 0.0
H 2.54678 0.03559 -1.86821 0.0 0.0 0.0
C -0.39139 -5.70990 2.40585 0.0 0.0 0.0
C -0.95168 -5.61321 1.13888 0.0 0.0 0.0
C -0.43875 -4.70656 0.21827 0.0 0.0 0.0
C 0.63780 -3.88131 0.54984 0.1 0.0 0.0
C 1.18994 -3.99188 1.83144 0.0 0.0 0.0
C 0.68394 -4.89903 2.75045 0.0 0.0 0.0
Si 1.30396 -2.59272 -0.64631 0.0 0.2 -0.1
C 3.10029 -2.90927 -1.07919 0.0 0.0 0.0
C 4.14129 -2.72966 -0.16310 0.0 0.0 0.0
C 5.45449 -3.01024 -0.51317 0.0 0.0 0.0
C 5.75055 -3.47994 -1.78642 0.0 0.0 0.0
C 4.72873 -3.66932 -2.70689 0.0 0.0 0.0
C 3.41694 -3.38348 -2.35464 0.0 0.0 0.0
H -0.78697 -6.42000 3.12088 0.0 0.0 0.0
H -1.78312 -6.25051 0.86458 0.0 0.0 0.0
H -0.88802 -4.63527 -0.76700 0.0 0.0 0.0
H 2.01907 -3.35411 2.12368 0.0 0.0 0.0
H 1.12852 -4.97483 3.73542 0.0 0.0 0.0
H 0.52257 -2.64983 -1.89864 0.0 -0.1 0.0
H 3.93016 -2.36279 0.83443 0.0 0.0 0.0
H 6.24669 -2.86677 0.21145 0.0 0.0 0.0
H 6.77461 -3.70175 -2.05848 0.0 0.0 0.0
H 4.95267 -4.03984 -3.69916 0.0 0.0 0.0
H 2.62920 -3.52910 -3.08699 0.0 0.0 0.0
```
Forces are in eV/Å.

Results
* HOMO level: -0.380 Ha
* LUMO level: -2.758 eV
* orbital gap: 7.578 eV
* total charge: +1

=====

DFT (ωB97M-V/def2-TZVPD) results for a single C3H7NO2 molecule.

Structure (XYZ):
```
13
Properties=species:S:1:pos:R:3:forces:R:3
N 0.14715 1.79179 -0.30733 -0.4 0.8 -0.5
C 0.74963 0.60946 0.13755 -1.6 -1.5 2.3
C 0.12487 -0.62293 -0.50578 0.1 0.6 0.3
O 1.04372 -1.68647 -0.41721 -0.2 0.0 0.0
C -1.02509 -0.71315 0.50901 -2.2 -1.0 -2.9
O -2.03953 -0.03038 0.36075 1.4 -0.5 0.8
H 0.46973 2.61380 0.18762 -0.1 -0.1 0.0
H -0.87153 1.72274 -0.25114 0.3 0.1 -0.1
H 1.83691 0.60833 0.10273 -0.1 0.0 0.4
H 0.21021 0.28363 1.28362 2.6 1.3 -1.2
H -0.22904 -0.41605 -1.52287 0.0 -0.2 0.1
H 0.60058 -2.50473 -0.66799 0.1 0.0 0.0
H -1.01761 -1.65605 1.09106 0.2 0.5 0.8
```
Forces are in eV/Å.

Results
* HOMO level: -0.343 Ha
* LUMO level: 0.664 eV
* orbital gap: 9.988 eV

=====

DFT (ωB97M-V/def2-TZVPD) results for a molecular structure, C40H36BrCl2INSSbW.

Structure (XYZ):
```
84
Properties=species:S:1:pos:R:3:forces:R:3
W 0.00151 0.32854 -0.13190 0.1 0.1 0.0
C 4.62723 0.19979 1.33228 0.0 0.0 0.0
C 3.70973 0.26877 0.09919 0.0 0.0 0.0
C 4.21183 -0.67766 -0.98554 0.0 0.0 0.0
C 2.31120 -0.02240 0.59214 0.0 0.0 0.0
C 1.59855 -1.18719 0.23495 0.0 0.0 0.0
C 0.41873 -1.54730 0.98338 0.0 0.0 0.0
C 0.01324 -0.74220 2.08065 0.0 0.0 0.0
C -0.94612 -1.24665 3.11004 0.0 0.0 0.0
C 0.44210 0.59130 2.08919 0.0 0.0 0.0
C 1.60386 0.96085 1.31250 0.0 0.0 0.0
H 5.65154 0.42418 1.03693 0.0 0.0 0.0
H 4.61499 -0.80057 1.76808 0.0 0.0 0.0
H 4.33091 0.91205 2.10233 0.0 0.0 0.0
H 3.72765 1.29711 -0.27187 0.0 0.0 0.0
H 4.31931 -1.69328 -0.60001 0.0 0.0 0.0
H 5.19694 -0.35593 -1.32101 0.0 0.0 0.0
H 3.56066 -0.71298 -1.86041 0.0 0.0 0.0
H 2.02174 -1.91611 -0.43973 0.0 0.0 0.0
H 0.00704 -2.53861 0.85609 0.0 0.0 0.0
H -1.62468 -0.47294 3.46349 0.0 0.0 0.0
H -0.34352 -1.57502 3.96205 0.0 0.0 0.0
H -1.51814 -2.10439 2.76360 0.0 0.0 0.0
H 0.06130 1.27809 2.83317 0.0 0.0 0.0
H 2.05242 1.93217 1.47129 0.0 0.0 0.0
S -0.86416 -0.48666 -2.41844 0.0 0.0 0.0
Sb -1.24766 1.68048 -3.09660 0.0 0.0 0.0
C -2.79275 2.33236 -1.83381 0.0 0.0 0.0
C -2.46839 2.66455 -0.52045 0.0 0.0 0.0
C -3.46331 2.78392 0.43265 0.0 0.0 0.0
C -4.79068 2.58525 0.06280 0.0 0.0 0.0
C -5.12089 2.28845 -1.24871 0.0 0.0 0.0
C -4.11639 2.14859 -2.20249 0.0 0.0 0.0
C 0.71305 2.57179 -2.64374 0.0 0.0 0.0
C 1.43598 3.37643 -3.76558 0.0 0.0 0.0
C 2.93544 3.24834 -3.68679 0.0 0.0 0.0
C 3.66150 3.48209 -2.58865 0.0 0.0 0.0
C 3.17669 3.83206 -1.24361 0.0 0.0 0.0
C 1.90943 3.94188 -0.83360 0.0 0.0 0.0
C -1.72120 2.01235 -5.09499 0.0 0.0 0.0
C -1.32299 1.06935 -6.03885 0.0 0.0 0.0
C -1.61959 1.29170 -7.37545 0.0 0.0 0.0
C -2.30430 2.43923 -7.75320 0.0 0.0 0.0
C -2.69982 3.37333 -6.80406 0.0 0.0 0.0
C -2.40913 3.16611 -5.46390 0.0 0.0 0.0
H -0.93526 3.08437 0.76104 0.0 0.0 0.0
H -3.21449 3.07299 1.44751 0.0 0.0 0.0
H -5.56929 2.68682 0.80686 0.0 0.0 0.0
H -6.15499 2.15107 -1.53262 0.0 0.0 0.0
H -4.37452 1.87575 -3.21925 0.0 0.0 0.0
H 1.06381 3.21033 -4.77594 0.0 0.0 0.0
H 3.44828 2.96331 -4.59670 0.0 0.0 0.0
H 4.73694 3.38916 -2.67889 0.0 0.0 0.0
H 3.95136 4.00533 -0.50554 0.0 0.0 0.0
H 1.71153 4.20718 0.19945 0.0 0.0 0.0
H -0.80008 0.16763 -5.74133 0.0 0.0 0.0
H -1.32099 0.56682 -8.12039 0.0 0.0 0.0
H -2.53625 2.60537 -8.79660 0.0 0.0 0.0
H -3.23836 4.26113 -7.10690 0.0 0.0 0.0
H -2.71890 3.89476 -4.72337 0.0 0.0 0.0
Cl -2.71530 5.63172 -0.51396 0.0 0.0 0.0
C -1.33170 5.10952 -1.39200 0.0 0.0 0.0
C -1.13347 5.83062 -2.66212 0.0 0.0 0.0
C -0.15748 5.50407 -3.50286 0.0 0.0 0.0
C 0.97510 4.66637 -3.03129 0.0 0.0 0.0
C 0.70789 3.82694 -1.74328 0.0 0.0 0.0
Cl 1.61699 1.18630 -1.96668 0.0 0.0 0.0
C -0.59559 4.04108 -1.04928 0.0 0.0 0.0
N -1.07387 2.92203 -0.23289 0.0 0.0 0.0
H -1.88247 6.56877 -2.91528 0.0 0.0 0.0
H -0.08345 5.97123 -4.47782 0.0 0.0 0.0
H 1.81752 5.34463 -2.88853 0.0 0.0 0.0
Br -4.68626 -2.10852 2.70527 0.0 0.0 0.0
C -3.68678 -3.05969 1.41770 0.0 0.0 0.0
C -3.77410 -4.44610 1.41759 0.0 0.0 0.0
C -3.06828 -5.18627 0.48345 0.0 0.0 0.0
C -2.27657 -4.54947 -0.46121 0.0 0.0 0.0
C -2.18473 -3.16667 -0.46946 0.0 0.0 0.0
C -2.88005 -2.42817 0.47687 0.0 0.0 0.0
I -2.77492 -0.32889 0.45210 0.0 0.0 0.0
H -4.40052 -4.93601 2.14987 0.0 0.0 0.0
H -3.14555 -6.26483 0.49205 0.0 0.0 0.0
H -1.73696 -5.12518 -1.20072 0.0 0.0 0.0
H -1.58216 -2.66679 -1.21464 0.0 0.0 0.0
```
Forces are in eV/Å.

Results
* HOMO level: -0.467 Ha
* LUMO level: -5.790 eV
* orbital gap: 6.931 eV
* total charge: +2

=====

DFT (ωB97M-V/def2-TZVPD) results for a gas-phase ion, C5H6N3O4 (charge -1).

Structure (XYZ):
```
18
Properties=species:S:1:pos:R:3:forces:R:3
C 1.98901 -0.09846 -1.29172 0.7 -1.2 3.9
C 1.18133 -0.86691 -0.13875 1.0 -0.5 -0.5
O 1.67541 -1.76759 0.52138 -0.3 1.2 -0.8
N -0.15699 -0.50805 -0.10152 0.7 1.5 -0.1
C -1.12212 -1.13566 0.66808 1.0 -1.5 1.1
O -0.86645 -2.13502 1.27659 -0.7 -0.6 0.3
C -2.40367 -0.39378 0.59650 -2.8 1.1 -1.2
O -3.62821 -0.79025 0.93955 2.0 -0.5 0.5
C -2.15089 0.99069 1.03851 -0.2 1.2 1.1
N -2.11065 2.10642 1.32071 0.2 -0.1 0.1
N -2.39162 -0.01235 -0.98604 -0.5 -0.5 0.3
O -3.76844 0.14779 -1.23464 0.2 0.3 -1.3
H 1.20260 0.32275 -1.85867 0.0 0.5 -1.5
H 2.62777 0.66975 -0.74734 -0.8 -0.8 -0.9
H 2.65393 -0.92058 -1.63867 -0.6 1.0 -0.6
H -0.47992 0.42826 -0.42097 0.7 -1.0 -0.3
H -1.97974 -0.87221 -1.41717 -1.4 0.3 -0.2
H -4.21713 -0.11533 -0.36442 0.8 -0.5 -0.1
```
Forces are in eV/Å.

Results
* HOMO level: -0.189 Ha
* LUMO level: 3.312 eV
* orbital gap: 8.464 eV
* total charge: -1

=====

DFT (ωB97M-V/def2-TZVPD) results for a molecular structure, C15H21AsN3O2RhS.

Structure (XYZ):
```
44
Properties=species:S:1:pos:R:3:forces:R:3
Rh 0.59530 0.76230 0.13580 -0.9 0.5 -0.7
N -0.49200 -0.35610 1.98710 1.1 1.1 -0.9
C -1.25960 -1.42710 1.36490 -0.2 -0.8 -1.4
C -0.67590 -1.53810 -0.10370 -0.2 -3.0 2.8
O -0.08930 -2.55090 -0.41850 -0.1 0.1 -0.3
O -0.81230 -0.46770 -0.76060 1.4 2.9 -1.3
H 0.18850 -0.71850 2.65410 -0.1 0.2 -0.1
H -1.08320 0.32400 2.46380 0.2 -0.1 -0.1
H -2.31880 -1.18090 1.28730 0.1 0.1 0.2
H -1.13010 -2.39180 1.85830 0.0 0.3 0.1
S 0.15400 3.08130 0.80440 -0.1 -0.2 0.9
C 0.79980 3.46670 -0.69580 0.2 0.1 -0.4
N 0.98180 4.74790 -1.13000 -0.2 -0.6 0.2
C 1.58960 5.00990 -2.29940 0.4 -0.2 -0.6
C 2.02680 3.97460 -3.08830 -0.3 -0.1 0.3
C 1.78830 2.66980 -2.62410 0.3 0.3 -0.6
N 1.19920 2.43480 -1.47700 -0.5 -0.6 1.5
H 0.65680 5.51250 -0.54190 0.0 -0.1 0.0
H 1.73300 6.04770 -2.56350 -0.1 0.1 0.0
H 2.50590 4.14960 -4.03630 0.1 0.1 0.0
H 2.10940 1.80760 -3.19610 -0.1 0.0 -0.1
C 4.21690 0.10680 -1.15280 -0.4 0.8 0.3
As 2.47320 -0.67880 -0.70820 0.1 -1.6 -0.2
C 1.98700 -1.44450 -2.43030 -0.4 0.1 -0.1
C 2.94640 -2.28070 0.42610 -0.7 0.8 0.4
C 3.92450 -3.14510 -0.25580 0.8 -0.5 -0.6
C 3.50520 -4.28510 -0.96440 0.0 0.6 0.5
C 4.43810 -5.16670 -1.46590 0.6 0.1 -0.2
C 5.80080 -4.88350 -1.35830 -0.2 0.3 0.2
C 6.22970 -3.74280 -0.67290 0.0 -0.4 -0.4
C 5.30170 -2.88450 -0.12660 -0.8 0.0 0.1
H 4.85400 -0.65060 -1.61300 -0.3 -0.2 0.1
H 4.71030 0.49610 -0.26330 0.0 0.0 0.0
H 4.08380 0.92940 -1.85650 0.0 -0.1 0.0
H 2.83910 -1.97720 -2.85700 0.1 0.2 0.2
H 1.65980 -0.66080 -3.11460 0.1 0.0 0.0
H 1.15380 -2.13350 -2.29890 0.1 0.1 0.1
H 2.00060 -2.79780 0.60160 0.1 0.2 0.0
H 3.34940 -1.87860 1.36020 -0.2 0.0 -0.1
H 2.44890 -4.48870 -1.06870 -0.1 -0.1 0.0
H 4.11480 -6.07480 -1.94920 0.0 -0.1 -0.1
H 6.52530 -5.54070 -1.81500 0.0 -0.1 0.1
H 7.28410 -3.53470 -0.56750 0.1 0.0 0.0
H 5.61900 -2.02210 0.44790 0.1 0.0 0.0
```
Forces are in eV/Å.

Results
* HOMO level (alpha / beta): -0.511 / -0.511 Ha
* LUMO level (alpha / beta): -8.826 / -8.822 eV
* orbital gap (alpha / beta): 5.074 / 5.079 eV
* total charge: +2

=====

Number 1: strongest force on any atom 0.28 eV/A, M 1087.8 g mol⁻¹. Number 2: strongest force on any atom 3.81 eV/A, M 89.1 g mol⁻¹. Number 3: strongest force on any atom 0.14 eV/A, M 1146.1 g mol⁻¹. Number 4: strongest force on any atom 4.15 eV/A, M 172.1 g mol⁻¹. Number 5: strongest force on any atom 4.11 eV/A, M 485.2 g mol⁻¹.